1.
ORCA calculation (ωB97M-V with the def2-TZVPD basis set) on C6H12N3 as an isolated structure.

```
21
Properties=species:S:1:pos:R:3:forces:R:3
C -1.087 -0.697 -1.535 3.827 -5.701 -5.303
C -1.307 0.053 -0.446 1.974 1.508 2.961
C 0.005 -1.687 -1.580 -4.261 3.023 0.610
C 0.609 -1.528 0.708 2.762 -0.673 0.490
C 0.502 2.671 0.057 -5.762 -2.001 0.166
C 0.873 1.177 0.010 -1.665 1.449 -0.935
N 0.596 -2.084 -0.519 1.894 0.021 1.242
N -0.055 -2.113 1.726 0.451 1.385 1.104
N -0.210 0.252 0.436 -2.006 0.785 -2.344
H -1.663 -0.959 -2.438 -0.369 1.606 0.602
H -2.252 0.404 -0.388 -2.854 1.354 1.648
H 0.060 -2.062 -2.547 0.972 -1.504 -1.285
H 1.717 -1.129 1.044 -2.764 -0.799 -0.739
H -0.274 2.970 -0.744 1.514 -0.665 0.744
H -0.111 2.908 0.968 0.931 -0.182 -0.322
H 1.301 3.272 0.009 3.032 2.139 -0.204
H 1.551 0.944 0.741 2.618 -0.097 1.285
H 1.177 0.990 -0.994 0.502 -0.813 -0.512
H -1.020 -2.391 1.608 0.044 -0.200 -0.122
H 0.163 -1.634 2.614 -0.467 -0.872 -0.488
H -0.576 0.644 1.268 -0.372 0.235 1.401
```
Forces are in eV/Å.

Summary:
Calculated total energy ... -399.6305 hartree
Strongest force on any atom ... 0.1687 Eh/bohr
Charge ... +1
LUMO energy (spin up / spin down) ... -2.859 / -7.296 eV
Energy relative to the best compared isomer or geometry (same formula, charge and spin) ... 207.35 kJ/mol
Spin multiplicity ... 3
Gap between HOMO and LUMO (spin up / spin down) ... 7.909 / 6.885 eV

The computed Löwdin charges, all in e, follow:
1. C 0.015
2. C -0.064
3. C -0.099
4. C -0.282
5. C -0.038
6. C -0.181
7. N 0.129
8. N 0.142
9. N -0.013
10. H 0.140
11. H 0.103
12. H 0.096
13. H 0.202
14. H 0.118
15. H 0.097
16. H 0.033
17. H 0.082
18. H 0.126
19. H 0.125
20. H 0.132
21. H 0.135

2.
ORCA calculation (ωB97M-V with the def2-TZVPD basis set) on an isolated ion of composition C6H12N3O and charge +1.

```
22
Properties=species:S:1:pos:R:3:forces:R:3
C -0.541 1.443 0.938 0.297 -2.604 0.795
C 1.832 -0.317 0.700 1.162 -0.338 -1.384
C -0.052 0.385 1.961 -0.523 3.376 -1.821
C 1.521 0.548 1.771 -2.124 -0.331 1.551
C -0.108 0.179 -0.921 2.584 -2.539 0.514
C -2.034 -1.150 -0.631 0.060 -5.350 -2.894
N -0.523 1.300 -0.334 -0.572 1.408 -0.045
N 2.721 -1.028 0.356 -0.282 0.347 1.265
N 0.011 0.224 -2.499 -1.034 2.256 -0.735
O -0.589 -1.126 -0.700 -0.938 2.059 0.155
H -0.731 2.288 1.534 -0.635 1.987 -0.710
H -0.522 0.732 2.872 0.768 -0.320 0.628
H -0.475 -0.520 1.660 0.095 -1.927 -0.007
H 1.980 0.334 2.738 0.405 -0.606 -0.439
H 1.859 1.522 1.492 -0.297 1.036 -0.076
H -2.496 -0.564 0.064 -0.714 1.911 2.004
H -2.163 -2.274 -0.338 -0.378 2.090 -0.457
H -2.588 -1.040 -1.649 1.232 0.086 1.455
H 2.831 -1.716 -0.320 0.230 -1.125 -1.631
H 0.976 0.370 -2.839 -0.422 -0.311 0.471
H -0.533 1.047 -2.940 0.786 -1.319 1.010
H -0.375 -0.636 -2.915 0.299 0.212 0.351
```
Forces are in eV/Å.

Summary:
Calculated total energy ... -474.8887 hartree
Strongest force on any atom ... 0.1183 Eh/bohr
Charge ... +1
LUMO energy (spin up / spin down) ... -4.114 / -3.963 eV
Energy relative to the best compared isomer or geometry (same formula, charge and spin) ... 688.60 kJ/mol
Gap between HOMO and LUMO (spin up / spin down) ... 6.957 / 7.239 eV

The computed Löwdin charges, all in e, follow:
1. C -0.132
2. C -0.091
3. C -0.094
4. C -0.112
5. C -0.377
6. C -0.070
7. N 0.083
8. N 0.268
9. N 0.228
10. O -0.174
11. H 0.106
12. H 0.118
13. H 0.079
14. H 0.151
15. H 0.132
16. H 0.041
17. H 0.136
18. H 0.121
19. H 0.086
20. H 0.157
21. H 0.192
22. H 0.153

3.
ORCA calculation (ωB97M-V with the def2-TZVPD basis set) on an isolated ion of composition C6H12N3OS and charge +1.

```
23
Properties=species:S:1:pos:R:3:forces:R:3
C -2.411 -1.024 0.242 -0.110 -0.089 -0.524
C -1.596 -0.934 -1.042 0.094 -0.264 0.284
C -0.157 -1.473 -0.973 -0.434 0.439 -0.053
C 0.619 -1.214 0.331 -0.470 -0.147 -0.514
C 0.769 0.216 0.616 0.457 0.099 -0.244
N 0.181 0.905 1.552 -0.215 0.237 0.212
N 0.515 2.224 1.554 -0.170 -0.072 0.096
C 1.346 2.329 0.566 -0.386 0.690 0.716
O 1.938 3.458 0.209 0.051 -0.652 -0.459
N 1.545 1.113 -0.042 0.513 -0.240 -0.249
S 2.585 0.810 -1.370 0.044 -0.084 -0.356
H -2.143 -0.289 0.987 0.209 0.097 0.351
H -3.446 -0.825 0.004 -0.315 0.057 0.000
H -2.377 -2.030 0.645 0.089 -0.125 0.295
H -1.626 0.067 -1.456 0.073 0.354 0.059
H -2.112 -1.552 -1.765 -0.081 -0.080 -0.362
H 0.401 -1.038 -1.793 0.208 -0.103 -0.261
H -0.191 -2.541 -1.135 0.190 -0.310 0.090
H 1.595 -1.662 0.221 0.374 -0.144 0.194
H 0.094 -1.666 1.161 0.009 -0.193 0.317
H -0.479 0.543 2.222 -0.078 0.072 0.148
H 1.257 4.086 -0.064 0.076 0.369 0.101
H 3.692 0.499 -0.670 -0.126 0.090 0.158
```
Forces are in eV/Å.

Summary:
Calculated total energy ... -873.2619 hartree
Strongest force on any atom ... 0.0208 Eh/bohr
Charge ... +1
LUMO energy ... -3.329 eV
Energy relative to the best compared isomer or geometry (same formula, charge and spin) ... 0.00 kJ/mol
Gap between HOMO and LUMO ... 11.253 eV

The computed Löwdin charges, all in e, follow:
1. C -0.094
2. C -0.235
3. C -0.181
4. C -0.098
5. C -0.260
6. N 0.130
7. N 0.198
8. C -0.440
9. O 0.145
10. N -0.279
11. S 0.968
12. H 0.047
13. H 0.081
14. H 0.086
15. H 0.107
16. H 0.110
17. H 0.082
18. H 0.122
19. H 0.128
20. H 0.127
21. H 0.183
22. H 0.151
23. H -0.080

4.
ORCA calculation (ωB97M-V with the def2-TZVPD basis set) on an isolated ion of composition C6H12N3S and charge +1.

```
22
Properties=species:S:1:pos:R:3:forces:R:3
C 1.144 -0.903 0.464 -0.167 0.192 -0.355
C -1.367 -1.147 0.626 -1.137 -0.523 0.231
C -1.384 0.964 -0.556 0.835 0.227 -2.469
C 1.102 1.285 -0.074 -1.734 1.321 -0.465
C -2.293 -0.267 -0.383 0.878 -1.961 1.084
C 3.318 0.039 0.060 -1.027 4.489 -2.042
N -0.093 -0.534 0.493 0.173 -2.045 0.193
N -0.225 0.803 0.338 -0.855 1.630 0.401
N 1.880 0.174 0.247 2.295 -2.670 1.545
S -3.927 0.058 0.313 -1.014 -1.184 -0.361
H 1.542 -1.917 0.515 -0.333 0.372 0.290
H -1.783 -0.843 1.582 0.202 -0.305 0.440
H -1.218 -2.263 0.628 -0.749 1.120 -0.599
H -0.923 0.970 -1.643 -1.271 0.258 1.715
H -1.907 1.884 -0.316 0.086 0.129 -0.289
H 1.140 1.309 -1.178 0.014 1.272 -0.048
H 1.301 2.213 0.511 0.351 -0.519 -0.961
H -2.540 -0.858 -1.251 0.676 0.331 -0.657
H 3.516 0.611 -0.956 0.217 -0.842 2.183
H 3.495 -0.938 -0.162 0.993 -2.743 -0.078
H 3.803 0.480 0.931 0.515 -0.242 -0.438
H -4.581 -1.122 -0.191 1.050 1.694 0.678
```
Forces are in eV/Å.

Summary:
Calculated total energy ... -797.9456 hartree
Strongest force on any atom ... 0.0980 Eh/bohr
Charge ... +1
LUMO energy ... -3.159 eV
Energy relative to the best compared isomer or geometry (same formula, charge and spin) ... 222.02 kJ/mol
Gap between HOMO and LUMO ... 9.451 eV

The computed Löwdin charges, all in e, follow:
1. C 0.021
2. C -0.085
3. C -0.133
4. C -0.083
5. C -0.603
6. C 0.024
7. N -0.093
8. N -0.058
9. N -0.132
10. S 0.757
11. H 0.188
12. H 0.106
13. H 0.159
14. H 0.162
15. H 0.117
16. H 0.141
17. H 0.166
18. H 0.082
19. H 0.151
20. H 0.054
21. H 0.110
22. H -0.050

5.
ORCA calculation (ωB97M-V with the def2-TZVPD basis set) on C6H12N4O3S as an isolated structure.

```
26
Properties=species:S:1:pos:R:3:forces:R:3
C 0.841 -1.088 0.452 1.972 -0.236 -0.991
C 2.179 -1.228 0.079 -2.052 0.101 0.602
C 3.231 -1.625 1.041 0.942 -0.273 1.296
C -1.363 0.985 -1.845 -0.149 -1.823 0.405
C 0.085 2.287 0.569 3.686 2.226 -3.034
C -1.005 0.176 -0.649 -0.469 1.719 3.753
N 2.291 -0.736 -1.155 1.252 0.149 -1.501
N 1.190 -0.295 -1.632 -0.728 -0.132 1.562
N 0.245 -0.500 -0.616 0.013 0.106 -0.515
N -0.907 1.385 0.873 -2.534 -4.055 -2.348
O -2.558 -1.801 -1.209 -0.534 -0.631 -1.264
O -3.572 -0.210 0.202 -1.548 1.449 0.847
O -1.827 -1.599 1.089 0.268 -0.416 2.065
S -2.303 -0.992 -0.088 2.223 -0.355 -1.623
H 0.440 -1.477 1.359 -0.746 0.313 0.179
H 2.936 -1.016 1.932 0.933 -0.562 -0.364
H 3.208 -2.688 1.382 -0.273 0.673 -0.520
H 4.304 -1.438 0.770 -1.240 0.193 -0.042
H -1.863 0.323 -2.552 0.070 0.167 -0.203
H -0.430 1.294 -2.225 0.774 0.945 -0.861
H -2.025 1.745 -1.512 -0.444 0.882 0.015
H 1.124 2.008 0.086 -1.575 -0.822 0.813
H -0.291 2.920 -0.288 0.109 -0.184 1.057
H 0.509 2.988 1.302 -1.052 -0.290 0.589
H -3.637 0.009 1.154 0.081 0.094 -0.436
H -0.801 0.575 1.482 1.021 0.762 0.517
```
Forces are in eV/Å.

Summary:
Calculated total energy ... -1078.6134 hartree
Strongest force on any atom ... 0.1036 Eh/bohr
LUMO energy ... 0.266 eV
Energy relative to the best compared isomer or geometry (same formula, charge and spin) ... 107.21 kJ/mol
Gap between HOMO and LUMO ... 9.653 eV

The computed Löwdin charges, all in e, follow:
1. C -0.025
2. C -0.339
3. C -0.052
4. C -0.037
5. C -0.252
6. C -0.339
7. N 0.041
8. N 0.078
9. N -0.095
10. N -0.012
11. O -0.226
12. O -0.098
13. O -0.261
14. S 0.539
15. H 0.119
16. H 0.087
17. H 0.086
18. H 0.092
19. H 0.100
20. H 0.063
21. H 0.086
22. H 0.105
23. H 0.084
24. H 0.078
25. H 0.130
26. H 0.047

6.
ORCA calculation (ωB97M-V with the def2-TZVPD basis set) on an isolated ion of composition C6H12N6S and charge +2.

```
25
Properties=species:S:1:pos:R:3:forces:R:3
C -0.758 2.443 0.061 0.198 -0.422 -0.942
C 0.347 1.736 2.202 -0.714 -1.696 -1.550
C 0.785 -1.600 1.195 -2.169 1.112 -0.100
C -0.225 1.185 -0.660 0.248 -1.196 -0.364
C -0.574 -0.018 0.245 -1.589 2.894 3.738
C 0.410 -1.845 -1.210 -2.121 0.128 -0.901
N -0.303 2.731 1.277 1.154 -4.599 -0.617
N -0.032 0.411 1.791 -1.972 1.571 -3.301
N 0.057 -1.232 0.088 3.506 -2.541 0.178
N 0.581 -0.749 2.192 1.166 0.733 1.593
N 1.407 -2.720 1.375 0.544 0.636 2.250
N -1.597 3.250 -0.554 0.803 -2.685 -2.270
S 1.216 2.017 3.514 -0.154 0.428 -0.272
H -0.653 0.864 -1.668 0.194 1.455 1.117
H 0.907 1.284 -0.812 -1.526 -0.075 0.425
H -1.700 -0.228 0.396 1.509 0.967 -0.459
H 1.478 -2.069 -1.289 -0.247 0.633 -0.429
H -0.171 -2.758 -1.398 0.307 -0.218 0.663
H -0.120 -1.220 -1.983 1.569 -0.256 0.396
H -0.514 3.611 1.564 -0.438 3.038 1.951
H 1.074 -0.706 3.093 -0.207 -0.176 -0.556
H 1.535 -3.336 0.650 0.341 -1.890 -1.708
H 1.724 -2.950 2.324 0.033 -0.082 -0.851
H -1.854 2.937 -1.532 0.158 1.137 1.651
H -1.940 4.088 -0.167 -0.595 1.103 0.357
```
Forces are in eV/Å.

Summary:
Calculated total energy ... -961.9062 hartree
Strongest force on any atom ... 0.0970 Eh/bohr
Charge ... +2
LUMO energy ... -7.644 eV
Energy relative to the best compared isomer or geometry (same formula, charge and spin) ... 183.20 kJ/mol
Gap between HOMO and LUMO ... 8.449 eV

The computed Löwdin charges, all in e, follow:
1. C -0.260
2. C -0.741
3. C -0.308
4. C -0.005
5. C -0.148
6. C 0.033
7. N 0.166
8. N -0.023
9. N -0.047
10. N 0.125
11. N 0.289
12. N 0.267
13. S 0.872
14. H 0.149
15. H 0.181
16. H 0.200
17. H 0.115
18. H 0.113
19. H 0.116
20. H 0.123
21. H 0.165
22. H 0.109
23. H 0.180
24. H 0.189
25. H 0.141

7.
ORCA calculation (ωB97M-V with the def2-TZVPD basis set) on an isolated ion of composition C6H12NO and charge -1.

```
20
Properties=species:S:1:pos:R:3:forces:R:3
C 1.521 1.670 1.689 -0.137 -0.667 -0.607
O 0.382 2.477 1.432 -0.059 0.512 -0.118
C 1.389 0.297 1.021 -1.030 0.184 0.694
C 0.185 -0.560 1.480 -0.280 -0.829 -0.203
C -0.407 -1.441 0.387 0.053 0.303 -0.497
N -1.188 -0.504 -3.191 0.452 -0.557 0.177
C -1.265 -1.408 -2.029 0.223 1.133 0.846
C -0.756 -0.878 -0.846 0.888 -0.899 -0.231
H 1.679 1.641 2.772 0.281 -0.177 0.011
H 2.370 2.117 1.162 0.011 0.482 0.482
H 1.222 0.508 -0.031 0.451 -0.102 -0.192
H 2.287 -0.300 1.181 0.181 0.110 -0.282
H 0.534 -1.175 2.316 -0.107 -0.106 0.042
H -0.642 0.025 1.915 0.223 0.588 0.159
H -0.597 -2.500 0.532 0.021 0.054 0.407
H -0.405 1.920 1.434 0.166 -0.187 0.004
H -1.939 0.163 -3.253 -0.423 -0.232 -0.210
H -1.085 -1.015 -4.054 -0.150 0.124 -0.154
H -1.321 -2.483 -2.149 -0.279 0.021 -0.393
H -0.375 0.134 -0.999 -0.486 0.247 0.063
```
Forces are in eV/Å.

Summary:
Calculated total energy ... -365.7266 hartree
Strongest force on any atom ... 0.0278 Eh/bohr
Charge ... -1
LUMO energy ... 3.844 eV
Energy relative to the best compared isomer or geometry (same formula, charge and spin) ... 136.91 kJ/mol
Gap between HOMO and LUMO ... 4.366 eV

The computed Löwdin charges, all in e, follow:
1. C -0.288
2. O -0.098
3. C -0.209
4. C -0.286
5. C -0.234
6. N -0.088
7. C -0.318
8. C -0.270
9. H 0.102
10. H 0.102
11. H 0.085
12. H 0.101
13. H 0.084
14. H 0.075
15. H 0.038
16. H 0.061
17. H 0.016
18. H 0.016
19. H 0.037
20. H 0.073

8.
ORCA calculation (ωB97M-V with the def2-TZVPD basis set) on an isolated ion of composition C6H12NO and charge -1.

```
20
Properties=species:S:1:pos:R:3:forces:R:3
C 0.213 -0.791 1.568 -0.261 0.065 -0.471
C -0.120 0.118 0.369 0.320 -0.095 0.162
C 0.448 -0.475 -0.932 -0.178 -0.765 -0.391
C -0.597 -0.971 -1.931 0.393 0.433 0.704
C -0.309 -1.630 -3.041 0.208 -0.148 -0.259
N 0.320 1.492 0.522 -0.114 0.157 -0.505
C -0.208 2.175 1.751 0.388 -0.058 0.564
O 0.422 1.894 2.897 -0.094 -0.020 -0.192
H -0.021 -0.247 2.477 0.072 0.013 0.241
H 1.284 -1.011 1.546 -0.028 -0.082 0.196
H -0.366 -1.722 1.498 0.168 -0.060 0.033
H -1.208 0.164 0.279 -0.105 -0.011 0.007
H 1.091 -1.341 -0.700 -0.066 0.240 0.003
H 1.088 0.255 -1.428 -0.038 0.175 0.006
H -1.611 -0.729 -1.627 -0.160 -0.127 -0.345
H 0.731 -1.847 -3.286 -0.125 0.024 0.030
H -1.040 -1.977 -3.763 -0.136 0.075 0.152
H 1.333 1.520 0.570 0.066 -0.014 0.219
H -0.162 3.263 1.499 -0.222 -0.056 -0.109
H -1.287 1.860 1.733 -0.088 0.253 -0.043
```
Forces are in eV/Å.

Summary:
Calculated total energy ... -365.7682 hartree
Strongest force on any atom ... 0.0178 Eh/bohr
Charge ... -1
LUMO energy ... 3.533 eV
Energy relative to the best compared isomer or geometry (same formula, charge and spin) ... 27.66 kJ/mol
Gap between HOMO and LUMO ... 5.966 eV

The computed Löwdin charges, all in e, follow:
1. C -0.076
2. C -0.452
3. C -0.179
4. C -0.176
5. C -0.045
6. N -0.059
7. C -0.566
8. O -0.354
9. H 0.047
10. H 0.069
11. H 0.065
12. H 0.109
13. H 0.104
14. H 0.104
15. H 0.091
16. H 0.050
17. H 0.034
18. H 0.088
19. H 0.066
20. H 0.080

calculated total energy of number 4 (C6H12N3S)?
-797.9456 hartree

What is the formula in the eighth record?
C6H12NO